Here is a 4-piece molecular cluster, C45H38BrClF4IO5P overall from OMol25. Energies are from ωB97M-V/def2-TZVPD.

The geometry in XYZ format:
```
96
Properties=species:S:1:pos:R:3:forces:R:3
C -5.452681 -1.148531 1.469197 0.319 0.956 0.576
C -4.002654 -0.594705 1.760369 0.809 -0.730 -0.033
C -2.989703 -0.829458 0.580967 0.062 -0.081 -0.425
C -2.692176 0.228818 -0.404603 0.818 -2.181 0.172
Cl -3.619968 1.751434 -0.168402 0.829 -1.297 -0.638
C -1.715586 0.056803 -1.505922 0.326 -1.637 2.631
P -1.388313 1.484620 -2.664412 -0.631 0.786 -1.160
C -1.080268 3.018228 -1.576611 1.188 -0.800 0.643
O 0.052293 1.335467 -3.516791 -0.540 0.260 1.379
C -1.094296 -1.282585 -1.572961 -1.220 -0.239 1.448
Br 0.158221 -1.734808 -2.984457 -0.761 0.480 0.729
C -1.382793 -2.349047 -0.598090 -0.733 1.283 0.200
C -2.337736 -2.133013 0.503384 1.107 1.429 -1.803
C -2.552804 -3.298643 1.529711 1.135 0.244 -0.793
O -3.640875 -3.572679 1.972246 0.608 0.128 0.044
C -1.241111 -4.083229 1.877782 1.365 -0.555 0.025
C -0.275431 -4.296240 0.776223 -0.106 0.028 1.660
C 1.013969 -4.974765 0.973731 -1.394 0.143 0.600
C 2.010733 -5.118333 -0.242082 -1.239 -0.855 1.632
O 2.258914 -3.784553 -0.705781 1.411 -0.781 0.003
C 3.579781 -3.576533 -1.092912 2.342 0.925 -1.867
C 3.771119 -3.003984 -2.438903 0.760 -0.163 0.728
C 5.071004 -2.675677 -2.999425 -0.445 -0.741 2.307
C 6.257443 -2.920144 -2.179128 -2.533 -0.382 0.344
C 6.061145 -3.499662 -0.857179 -0.439 0.317 -0.510
C 4.764280 -3.832654 -0.275874 -0.593 0.712 -2.119
C 1.289420 -5.459718 2.312986 -1.695 1.035 -0.525
F 2.471309 -6.092681 2.604534 -1.350 0.787 -0.424
C 0.339896 -5.253607 3.397802 -0.470 0.538 -0.710
O 0.708266 -5.720309 4.669907 0.060 1.145 -0.982
C -0.950333 -4.560797 3.240024 0.952 -0.833 -1.992
C -1.909570 -4.326537 4.441725 0.945 0.933 0.179
I -2.435272 -6.200503 5.460045 0.017 0.684 -0.440
C -1.257901 -3.286837 5.482476 -0.607 0.217 -1.142
C -0.364036 -2.208754 4.729557 -0.094 -0.289 0.977
C -0.704708 -3.752240 -0.634817 0.205 0.099 1.045
O -0.539216 -4.422260 -1.620245 -0.201 0.502 0.346
H -6.020584 -0.337855 0.940771 0.343 -1.012 0.196
H -5.947986 -1.308352 2.470092 0.390 0.012 -1.124
H -5.406795 -2.108112 0.904502 -0.175 0.894 0.441
H -3.582394 -1.171819 2.633080 -0.421 0.604 -0.829
H -3.998002 0.478346 2.068715 -0.162 -0.892 -0.384
H -0.123463 3.514757 -1.913671 -1.053 -0.442 0.101
H -1.923584 3.745847 -1.625215 0.670 -0.752 0.077
H -0.872032 2.656064 -0.529874 -0.447 0.704 -0.867
H 0.768873 1.872704 -3.131396 -0.214 -0.403 -0.129
H 2.910833 -5.659186 0.140154 -0.518 0.710 -0.474
H 1.516120 -5.769334 -1.019261 0.565 0.948 0.548
H 2.858214 -2.789188 -3.051748 0.951 -0.345 0.778
H 5.097884 -2.215876 -4.019011 0.181 -0.545 1.129
H 7.251651 -2.645727 -2.588270 -0.756 -0.375 0.638
H 6.979944 -3.657412 -0.240897 -1.008 0.088 -0.525
H 4.617427 -4.262452 0.745484 0.511 0.488 -1.013
H 1.217945 -4.980985 5.055795 -0.162 -0.624 0.084
H -2.887871 -3.881568 4.148472 0.958 -0.721 -0.200
H -0.702652 -3.854510 6.266845 -0.412 0.753 -0.532
H -2.125412 -2.704086 5.907036 0.927 -0.907 0.014
H 0.641591 -2.635921 4.490617 -0.785 0.507 0.002
H -0.234491 -1.350462 5.441850 0.065 -0.700 -0.749
H -0.843071 -1.815758 3.796683 0.372 -0.443 0.774
F -1.273037 4.880569 1.454492 0.096 -0.067 -0.019
C -2.416749 5.576664 1.585175 -0.505 0.306 0.059
C -3.600966 5.024627 1.131771 -0.005 -0.216 -0.117
C -4.782712 5.741267 1.271035 0.168 0.188 0.101
C -4.764022 7.004265 1.851915 -0.097 0.032 0.002
C -3.565996 7.549010 2.298790 -0.086 -0.202 -0.099
C -2.384987 6.829306 2.170109 0.233 0.086 0.071
H -3.592980 4.042700 0.674776 0.066 0.184 0.111
H -5.717605 5.315736 0.926376 0.072 0.000 -0.003
H -5.686052 7.564301 1.956144 0.063 -0.031 -0.004
H -3.551588 8.534917 2.747638 0.030 -0.067 -0.011
H -1.443586 7.234097 2.520392 -0.010 -0.039 -0.036
F 6.841008 -0.398761 0.536677 0.088 -0.036 0.003
C 5.680734 0.272934 0.641827 -0.544 0.306 0.049
C 4.517518 -0.303363 0.164395 0.023 -0.215 -0.128
C 3.318957 0.389442 0.278098 0.159 0.207 0.117
C 3.299592 1.653668 0.857977 -0.103 0.025 -0.013
C 4.476767 2.223088 1.329245 -0.072 -0.186 -0.094
C 5.674716 1.527052 1.226055 0.222 0.085 0.077
H 4.552004 -1.283791 -0.291184 0.043 0.062 0.009
H 2.399961 -0.056143 -0.086065 0.069 -0.032 -0.020
H 2.363991 2.195246 0.942318 0.057 -0.018 0.009
H 4.461849 3.209579 1.777201 0.031 -0.065 -0.010
H 6.600242 1.951247 1.595554 -0.009 -0.036 -0.036
F 1.201183 3.954287 -4.448855 0.110 -0.005 0.137
C 0.318299 4.323550 -5.399124 -0.479 0.164 -0.491
C -1.010483 3.964622 -5.265766 -0.024 -0.063 0.268
C -1.919819 4.350037 -6.241466 0.211 0.115 -0.110
C -1.487693 5.079855 -7.343326 -0.066 0.011 -0.051
C -0.148344 5.429408 -7.467058 -0.160 -0.105 0.144
C 0.760604 5.053986 -6.486195 0.292 0.036 0.017
H -1.325910 3.388781 -4.404449 -0.013 0.070 -0.161
H -2.964657 4.080975 -6.143686 0.074 -0.024 0.029
H -2.197684 5.376365 -8.106686 0.051 -0.018 0.044
H 0.188410 5.994593 -8.327799 0.011 -0.023 0.071
H 1.806530 5.324883 -6.561125 -0.023 -0.040 0.023
```
Forces are in eV/Å.

Summary:
SMILES string: CCc1c(Cl)c(P(C)O)c(Br)c2c1C(=O)c1c(c(COc3ccccc3)c(F)c(O)c1[C@@H](I)CC)C2=O.Fc1ccccc1.Fc1ccccc1.Fc1ccccc1
Total charge: 0
E_LUMO in eV: -1.11

---

Here is C45H38BrFeN5O4P as an isolated structure from OMol25. Energies are from ωB97M-V/def2-TZVPD.

The geometry in XYZ format:
```
95
Properties=species:S:1:pos:R:3:forces:R:3
Fe -0.439510 0.617577 -0.377029 -1.182 -0.537 -2.523
C -3.257245 1.282078 -2.615923 0.058 0.202 0.187
C -3.398009 1.749294 -1.191695 0.246 -0.156 0.269
C -4.461913 2.590134 -0.851996 -0.104 0.081 -0.036
C -4.648984 2.982240 0.454350 -0.132 0.012 -0.056
C -3.810777 2.471448 1.437797 0.048 0.032 0.342
C -2.771804 1.653069 1.055751 0.291 -0.207 -0.383
N -2.521672 1.357232 -0.248372 -1.012 -0.415 0.391
C -1.815120 1.049067 2.043011 0.139 -0.201 -0.660
C -1.987411 1.034064 3.410565 -0.034 0.046 0.256
C -1.027047 0.399172 4.192900 -0.235 0.106 0.051
C 0.097042 -0.149235 3.611116 0.415 -0.196 0.066
C 0.258468 -0.060739 2.234527 -0.379 0.351 -0.107
N -0.725372 0.471656 1.492213 -0.160 0.070 2.101
C 1.478481 -0.492177 1.508229 0.182 0.572 -0.983
C 2.466750 -1.195068 2.138974 -0.221 -0.051 0.532
C 3.564693 -1.645778 1.427330 0.279 -0.074 -0.236
C 3.540124 -1.566615 0.044920 0.484 -0.443 0.418
C 2.523248 -0.941742 -0.612519 -0.898 1.085 0.091
C 2.432708 -0.983153 -2.098321 0.120 0.295 -0.074
N 1.610218 -0.145568 0.128466 0.417 -2.554 1.066
H -2.850546 2.073793 -3.254856 0.001 -0.065 0.097
H -2.611468 0.418671 -2.686217 0.156 -0.157 -0.017
H -4.241909 1.028632 -3.015645 0.082 0.031 0.072
H -5.139600 2.923650 -1.630521 0.070 -0.042 0.062
H -5.461070 3.648773 0.719045 0.041 -0.042 -0.009
H -3.970550 2.724354 2.480826 0.016 -0.037 -0.154
H -2.854437 1.495245 3.868085 0.091 -0.102 -0.034
H -1.153575 0.356161 5.268197 0.009 -0.019 -0.067
H 0.854669 -0.618407 4.226173 -0.115 0.129 0.001
H 2.384451 -1.399727 3.199762 0.044 -0.053 -0.160
H 4.393891 -2.131422 1.934454 -0.128 0.082 -0.061
H 4.322133 -2.022618 -0.535821 0.068 -0.154 -0.040
H 2.877133 -0.107810 -2.587069 -0.012 0.013 0.095
H 2.967416 -1.865613 -2.452323 -0.171 0.338 0.055
H 1.403732 -1.037150 -2.434541 -0.139 0.009 -0.004
C -4.805170 -1.578937 0.507629 0.085 0.172 -0.017
O -3.428342 -1.618820 0.128626 -0.144 0.598 0.048
C -2.968075 -2.833594 -0.231062 0.106 0.161 0.167
C -3.822896 -3.919318 -0.335597 -0.259 -0.023 -0.043
C -3.325936 -5.178279 -0.591492 -0.135 -0.158 0.011
Br -4.510643 -6.631522 -0.757449 0.020 0.009 -0.014
C -1.977297 -5.367473 -0.696203 0.408 -0.087 -0.087
C -1.103826 -4.276834 -0.592556 0.129 -0.221 -0.123
C -1.589159 -2.983514 -0.428585 0.781 0.393 0.038
O -0.675428 -1.889828 -0.405777 -1.091 -1.038 0.307
C 0.334781 -4.562743 -0.686990 0.080 -0.302 0.001
N 1.255402 -3.759453 -1.159594 0.397 0.125 -0.177
C 2.436585 -4.523753 -1.190919 -0.082 0.090 0.068
C 3.711392 -4.269323 -1.708604 -0.024 0.049 -0.017
C 4.684590 -5.240577 -1.580871 0.162 0.131 -0.082
C 4.421724 -6.472055 -0.966707 -0.007 -0.065 0.028
C 3.160163 -6.770904 -0.501735 -0.133 -0.105 0.063
C 2.188638 -5.783520 -0.644912 -0.193 0.013 0.070
N 0.841657 -5.776408 -0.340977 0.068 -0.136 0.030
H -5.012760 -2.305779 1.292662 0.005 -0.017 0.039
H -5.456690 -1.766402 -0.346090 -0.012 0.026 -0.027
H -4.996252 -0.586046 0.891821 0.060 0.241 0.005
H -4.892274 -3.805442 -0.217133 0.201 0.021 -0.032
H -1.599520 -6.356164 -0.915881 0.063 0.031 0.034
H 0.200702 -2.328980 -0.525769 -0.018 0.236 -0.367
H 3.931385 -3.359064 -2.245251 0.103 -0.102 0.007
H 5.678138 -5.056851 -1.979789 -0.162 -0.009 0.024
H 5.213443 -7.206485 -0.883290 -0.057 0.046 -0.011
H 2.930300 -7.734616 -0.059072 0.029 0.100 -0.058
H 0.341689 -6.532425 0.084321 -0.190 -0.111 0.080
O 1.045026 1.553960 -3.978310 -0.178 -0.018 0.294
C 0.459017 1.765490 -2.948303 0.018 -0.236 0.119
O -0.112516 0.827996 -2.197213 0.347 0.406 -0.680
C 0.360646 3.183385 -2.372422 -0.120 -0.481 0.074
P -0.236031 3.199073 -0.634391 0.931 0.918 -0.267
C 1.024429 2.409107 0.353991 0.869 -0.175 -0.403
C 1.166648 2.844153 1.700048 -0.441 -0.067 0.075
C 2.315220 2.641927 2.392964 0.278 0.040 0.245
C 3.483214 2.160772 1.706777 0.103 0.169 0.476
C 3.387297 1.690272 0.457593 -0.387 -0.750 -0.525
C 2.054485 1.471250 -0.169367 0.822 2.827 0.522
C -0.051772 4.947431 -0.159773 -0.183 -0.049 0.071
C 1.225574 5.515861 -0.114457 -0.072 0.123 0.010
C 1.358374 6.875212 0.123965 0.049 -0.077 -0.018
C 0.229948 7.660800 0.342060 -0.009 -0.011 0.022
C -1.034832 7.090784 0.321419 -0.013 0.005 0.014
C -1.178982 5.732596 0.063550 -0.052 -0.029 0.007
H -0.352701 3.749855 -2.969106 -0.111 0.076 -0.028
H 1.316968 3.689563 -2.470585 0.132 0.078 0.005
H 0.364041 3.421262 2.154111 0.036 -0.110 -0.014
H 2.397573 2.987433 3.419943 0.018 -0.027 -0.177
H 4.456294 2.240059 2.187115 -0.180 0.042 -0.071
H 4.264587 1.383926 -0.104031 -0.102 -0.009 0.063
H 2.146585 1.533963 -1.241502 -0.253 -0.623 -0.282
H 2.109487 4.903414 -0.266822 -0.066 0.050 -0.017
H 2.345714 7.323157 0.135036 -0.086 -0.025 0.028
H 0.340900 8.721973 0.533322 -0.006 -0.081 -0.020
H -1.910028 7.702238 0.505528 0.052 -0.033 -0.038
H -2.168601 5.284703 0.032245 0.080 0.049 0.001
```
Forces are in eV/Å.

Summary:
Spin multiplicity: 6
ΔE to the lowest compared entry with this formula, charge and spin in eV: 1.862
Total charge: +2
E_LUMO (alpha / beta) in eV: -7.08 / -7.61
Expectation value of S²: 8.7892